# 1
23
Properties=species:S:1:pos:R:3 method="wB97M-V/def2-TZVPD" gap_ev="4.885 / 9.178" total_charge=+1 multiplicity=2 total_energy_ev=-8413.243 s_squared=0.754 homo_energy_ev="-8.587 / -12.883" e_above_lowest_kj_mol=285.5
C -0.3353 -2.1450 1.4850
C -0.2728 -0.9724 0.3845
C 0.8636 -1.0240 -0.6011
C 1.0079 0.5691 -1.4199
C 1.3195 1.9285 -0.4811
N -0.1146 2.9491 -1.6214
N -1.5362 -1.9616 2.3398
H -0.4647 -2.9292 0.8449
H 0.4951 -2.3014 2.2235
H -1.1405 -1.0571 -0.2891
H -0.5098 -0.0548 0.8522
H 1.8467 -0.9785 -0.0604
H 0.9021 -1.7383 -1.4585
H 0.0373 0.5984 -1.8877
H 1.8228 0.3258 -2.0586
H 0.6409 2.0650 0.3671
H 2.0435 2.6656 -0.6793
H -1.0648 2.7261 -1.8799
H 0.3415 3.1785 -2.4947
H -0.4521 3.8351 -1.1766
H -1.9946 -2.8547 2.5003
H -2.1620 -1.3032 1.8507
H -1.2733 -1.5210 3.2604

# 2
19
Properties=species:S:1:pos:R:3 method="wB97M-V/def2-TZVPD" gap_ev=12.428 multiplicity=1 total_energy_ev=-5411.820 smiles=CCC.CC homo_energy_ev=-11.324 e_above_lowest_kj_mol=22.1
C 2.2032 0.8044 0.4187
C 0.7930 1.0240 0.9925
C 0.5346 2.4812 1.3531
H 2.9367 1.2278 1.0975
H 2.3643 -0.2606 0.2511
H 2.2314 1.2801 -0.5525
H -0.0156 0.6922 0.3480
H 0.7572 0.3511 1.8586
H 0.5470 3.1187 0.4733
H -0.4457 2.5730 1.8362
H 1.2351 2.8198 2.1221
C -1.7509 -1.2618 -1.4364
C -1.5141 -2.7356 -1.1026
H -1.4358 -1.0441 -2.4535
H -2.7955 -0.9661 -1.4023
H -1.1882 -0.6526 -0.7345
H -1.3523 -2.9287 -0.0406
H -0.7172 -3.1749 -1.6859
H -2.3871 -3.3480 -1.3427

# 3
24
Properties=species:S:1:pos:R:3 method="wB97M-V/def2-TZVPD" gap_ev=10.973 multiplicity=1 total_energy_ev=-23320.325 homo_energy_ev=-10.213 e_above_lowest_kj_mol=105.0
H 1.7789 -3.0095 -0.7763
N 1.2025 -2.1848 -1.0673
C 0.8634 -1.3521 -0.2189
N 1.1571 -0.9899 1.0441
S -0.1179 0.0265 -0.8240
O -1.4430 -0.2375 -0.4836
O 0.3663 1.2906 -0.2980
C -0.0688 0.3191 -2.6570
C 1.3319 0.6348 -3.0707
H 1.3951 -1.5901 1.7302
H 0.5869 -0.1802 1.3896
H -0.6269 -0.3104 -3.2196
H -0.6788 1.3302 -2.7010
H 1.4592 1.2167 -4.0163
H 1.7068 1.3534 -2.3050
H 1.9628 -0.2195 -3.0962
C -1.2723 -0.2603 2.8291
C -1.4529 1.1626 2.3906
H -0.2510 -0.4286 3.1635
H -2.0278 -0.4346 3.6044
H -1.4287 -0.8735 1.9682
H -1.1229 1.9059 3.0975
H -2.4169 1.4544 2.0391
H -0.9027 1.3765 1.4779